## one
C17H24N2O | ωB97M-V/def2-TZVPD

## Properties
HOMO energy: -8.87 eV
charge: 0
SMILES string: OC[C@H](C#CCN1CCCCC1)NCc1ccccc1

Geometry as XYZ:
```
44
Properties=species:S:1:pos:R:3:nbo_charge:R:1
H -4.047 0.061 2.125 0.199
H -0.133 -1.122 -1.802 0.184
C -3.291 0.158 2.909 -0.217
C 1.202 -0.716 -3.434 0.056
H -1.957 2.223 1.649 0.190
C -1.902 1.194 1.241 -0.311
C 1.593 0.742 -0.861 -0.171
H -2.750 1.051 0.562 0.223
H 1.120 -2.357 -2.070 0.210
C 0.925 -1.280 -2.065 -0.260
C -0.944 0.357 3.284 -0.229
C 0.210 -0.073 -4.161 -0.245
C 2.478 -0.818 -3.975 -0.241
C 2.756 -0.287 -5.221 -0.192
H 2.863 0.816 0.890 0.152
H -0.748 -1.738 3.685 0.203
N -1.983 0.185 2.286 -0.430
H -2.477 -0.049 5.548 0.193
H -0.783 0.019 -3.744 0.212
C -0.946 -0.825 4.248 -0.402
H 1.544 1.227 -1.845 0.234
H -4.380 -1.051 4.318 0.208
C 0.487 0.453 -5.412 -0.206
H -0.153 -0.695 4.987 0.208
H 3.752 -0.370 -5.631 0.212
C 2.814 1.291 -0.104 -0.041
H -3.494 1.093 3.466 0.157
C -3.388 -1.030 3.862 -0.402
H 2.729 2.371 0.031 0.187
H -0.294 0.951 -5.969 0.213
H 3.910 0.158 -1.189 0.480
C -0.672 1.060 0.481 0.088
H 0.017 0.419 2.767 0.213
C 1.760 0.348 -5.943 -0.219
H 1.976 0.762 -6.918 0.213
H -2.336 -1.811 5.581 0.209
H -1.087 1.296 3.853 0.157
H -3.252 -1.949 3.290 0.204
H 1.752 -1.178 -0.204 0.369
N 1.830 -0.684 -1.090 -0.624
H 3.252 -1.314 -3.409 0.214
C -2.305 -0.935 4.931 -0.397
O 3.992 1.050 -0.822 -0.719
C 0.361 0.994 -0.127 -0.083
```

---

## two
C17H24N2O | ωB97M-V/def2-TZVPD

## Properties
HOMO energy: -8.22 eV
charge: 0
SMILES string: Cc1cccc(OCCCCc2c(C)n[nH]c2C)c1C

Geometry as XYZ:
```
44
Properties=species:S:1:pos:R:3:nbo_charge:R:1
C -3.957 1.948 -1.618 -0.241
H 1.640 2.079 3.700 0.226
O -0.445 -0.145 -2.708 -0.508
H 1.042 0.956 -2.068 0.166
H 1.011 -1.530 1.786 0.211
N 4.645 -1.272 3.685 -0.264
C 3.754 -1.471 2.765 0.185
C 0.745 -0.138 -2.017 -0.050
C 2.147 1.397 4.423 -0.655
H 0.621 0.059 2.192 0.215
H -5.381 0.032 -3.841 0.221
H -5.847 -0.357 -2.050 0.226
H -4.880 2.494 -1.462 0.211
H 4.958 -2.537 1.618 0.236
C 1.711 -0.165 0.283 -0.377
C -5.437 0.312 -2.748 -0.644
H -2.159 -1.056 -4.577 0.223
H -3.863 -1.299 -4.087 0.210
H 1.406 -0.865 -2.498 0.204
C -4.029 0.739 -2.419 0.020
H 2.547 -0.827 -0.128 0.191
H -6.178 1.147 -2.672 0.217
C 1.406 -0.542 1.797 -0.409
C 2.929 0.270 3.714 0.181
H -0.348 -0.049 -0.098 0.212
H -2.575 -1.858 -2.998 0.218
H -2.579 3.325 -0.588 0.211
C -1.488 1.712 -1.556 -0.311
H 4.611 0.501 4.895 0.397
H 2.714 2.049 5.095 0.220
H 1.943 0.884 0.058 0.204
H -0.543 2.042 -1.042 0.216
H 1.430 0.900 5.064 0.227
C -2.655 2.344 -1.164 -0.198
C -2.853 -1.062 -3.745 -0.629
C 0.511 -0.540 -0.574 -0.438
C -2.781 0.270 -2.963 -0.064
C 2.663 -0.484 2.678 -0.161
C -1.538 0.620 -2.386 0.311
C 3.883 -2.488 1.714 -0.654
H 3.385 -3.430 1.940 0.221
N 4.105 -0.174 4.323 -0.390
H 3.418 -2.176 0.755 0.210
H 0.312 -1.614 -0.484 0.202
```

---

The structure with the greatest stability is one.